137
Properties=species:S:1:pos:R:3:mulliken_charge:R:1 method="wB97M-V/def2-TZVPD" energy_ev=-152896.75014 homo_energy_ev="-9.62 / -9.49" s_squared=0.761 gap_ev="7.25 / 7.38" charge=+1 multiplicity=2
Ti 0.128 0.294 0.361 -1.759
S 2.018 1.305 -0.927 -0.006
S 2.288 -1.773 0.452 0.145
S -1.217 1.211 -1.963 -0.517
P 0.787 1.933 2.155 3.062
P -2.403 0.445 0.849 1.703
Si -0.143 -1.142 2.456 1.659
N 1.721 -4.415 -0.246 0.693
N -0.703 -1.263 -2.915 1.002
N -2.222 -0.218 -4.107 1.060
N 1.719 -0.881 -2.508 0.812
N 0.672 -2.864 -1.397 1.051
N 3.574 0.213 -2.915 0.508
C -4.538 3.836 -0.034 -0.564
C 4.832 4.031 1.383 -0.827
C -2.395 1.415 -5.913 -1.742
C 2.436 4.193 1.536 -0.515
C 2.283 -0.411 5.811 -0.957
C 1.581 -3.065 -0.397 -0.138
C -4.700 -2.404 -1.971 -0.768
C -3.465 -2.740 -1.433 -0.509
C 0.844 -5.038 -1.121 -1.153
C -1.314 5.379 2.034 -0.650
C -1.592 5.654 3.366 -0.798
C 2.388 -1.545 -3.514 -0.986
C -5.273 -1.181 -1.660 -0.842
C 3.531 2.085 1.909 -0.246
C 0.992 -0.348 3.761 -0.192
C 3.512 -6.059 -0.425 -1.640
C 2.450 0.192 -2.141 0.050
C 4.409 2.569 -2.873 -1.483
C 2.539 0.951 5.713 -0.964
C -3.736 2.710 -0.146 -0.261
C 3.528 -0.879 -3.764 -0.825
C -4.992 4.247 1.210 -0.859
C -1.011 -2.063 -3.997 -0.875
C -3.360 -0.600 -0.318 1.341
C 2.647 -5.267 0.562 0.984
C 3.584 -4.485 1.478 -1.844
C 1.794 -6.219 1.406 -1.377
C -2.268 -1.456 4.441 -0.303
C -4.243 -0.519 2.737 -0.088
C -3.383 1.983 0.992 0.529
C -4.605 3.557 2.348 -0.635
C -3.599 -1.537 4.810 -0.939
C -0.589 3.568 4.021 -1.064
C -0.281 3.304 2.692 0.643
C 3.672 4.781 1.296 -0.757
C 5.753 0.765 -3.893 -2.255
C 1.519 -1.048 4.847 -0.698
C 4.776 1.086 -2.763 1.350
C -3.158 0.742 -4.769 1.145
C -1.252 4.742 4.352 -0.746
C -3.790 2.441 2.246 -0.802
C -2.894 -0.407 2.388 -0.795
C -0.681 4.197 1.694 -0.751
C 0.195 -4.090 -1.815 -0.658
C -1.426 -0.113 -3.007 0.006
C 2.356 2.840 1.841 0.324
C -2.804 -1.848 -0.607 -0.472
C 1.285 1.015 3.655 -0.317
C -3.717 1.803 -3.827 -1.678
C -4.340 -0.065 -5.322 -1.613
C 2.053 1.660 4.628 -0.408
C -1.942 -1.428 -4.725 -1.313
C -4.594 -1.097 3.942 -0.940
C -0.015 -3.040 2.644 -0.959
C 5.430 0.759 -1.421 -1.141
C 4.761 2.682 1.703 -0.675
C -1.893 -0.916 3.207 0.343
C -4.610 -0.280 -0.835 -0.345
B 0.416 -1.437 -1.892 0.627
H 5.793 4.499 1.209 0.416
H -6.252 -0.926 -2.049 0.445
H 4.210 -6.681 0.134 0.466
H -3.869 -1.959 5.770 0.429
H 5.327 3.158 -2.899 0.491
H -3.398 2.378 -1.119 -0.165
H -0.611 -3.536 1.872 0.346
H 6.306 1.392 -1.278 0.504
H 1.071 -5.663 2.001 0.203
H 1.328 -2.112 4.938 0.465
H -4.067 -0.644 -6.204 0.470
H 1.254 -6.939 0.789 0.386
H -2.948 2.492 -3.495 0.393
H 5.667 2.096 1.790 0.494
H -0.296 2.870 4.794 0.495
H 3.047 -3.916 2.231 0.212
H 2.284 2.713 4.520 0.582
H 5.740 -0.287 -1.393 0.378
H -4.821 4.385 -0.924 0.513
H -5.637 -1.201 4.212 0.446
H 4.735 0.934 -0.602 -0.084
H 2.686 -0.973 6.644 0.443
H -1.600 6.086 1.266 0.453
H -0.405 -3.354 3.613 0.913
H -0.531 -3.005 -4.186 0.645
H -3.492 1.910 3.139 0.487
H 4.087 -5.378 -1.054 0.328
H 6.123 -0.259 -3.833 0.494
H 0.747 -6.106 -1.178 0.619
H 3.854 2.753 -3.795 0.400
H -1.853 -2.118 -0.157 -0.656
H -5.133 0.620 -5.617 0.476
H -2.083 6.582 3.632 0.405
H -5.072 0.668 -0.593 0.622
H 0.095 -0.828 -0.912 -0.700
H -3.026 -3.707 -1.647 0.484
H -1.501 -1.821 5.116 0.488
H 5.293 0.929 -4.869 0.486
H 2.918 -6.709 -1.067 0.400
H -1.486 4.951 5.388 0.444
H -5.012 -0.147 2.070 0.481
H -4.185 1.342 -2.958 0.138
H 3.726 5.834 1.053 0.455
H -1.551 1.988 -5.528 0.317
H 2.002 -2.439 -3.972 0.596
H -4.940 3.886 3.323 0.479
H 6.610 1.430 -3.807 0.459
H 3.815 2.906 -2.032 0.184
H 3.130 1.453 6.467 0.440
H 1.544 4.804 1.500 0.496
H 4.210 -3.799 0.912 0.443
H -4.473 2.373 -4.368 0.702
H 3.467 1.028 2.141 0.397
H -2.412 -1.740 -5.638 0.633
H -3.060 2.094 -6.447 0.458
H 2.437 -6.780 2.083 0.492
H -4.733 -0.741 -4.562 0.239
H 1.015 -3.386 2.555 -0.241
H 4.288 -1.096 -4.489 0.560
H 4.228 -5.204 1.984 0.576
H -2.019 0.675 -6.621 0.354
H -5.639 5.111 1.292 0.406
H -5.222 -3.099 -2.617 0.438
H -0.577 -4.204 -2.553 0.488
H -0.459 3.971 0.655 0.506